DFT (the ωB97M-V functional and the def2-TZVPD basis) results for a single C2HN3O2 molecule.

gap between HOMO and LUMO	9.041	eV
F_max	5.63	eV/A
DFT total energy	-10650.334	eV
lowest unoccupied orbital energy	-1.29	eV
E_HOMO	-10.3	eV
structure (SMILES)	O=c1cnonn1

```
! wB97M-V def2-TZVPD RIJCOSX def2/J DEFGRID3
* xyz 0 1
O -1.63420 -0.07395 0.65552
O 1.97642 0.81328 -0.22668
N -0.90694 -1.14107 0.32087
N -1.26615 1.25334 0.22703
N -0.14349 1.42932 -0.01584
C 0.22833 -0.89441 -0.25010
C 0.82163 0.36431 -0.22610
H 0.92440 -1.75083 -0.48471
*
```

These are the Löwdin partial charges, in e, on atoms 1 to 2: O -0.086; O 0.098


DFT (the ωB97M-V functional and the def2-TZVPD basis) results for 2 unconnected molecules or ions with the total composition C21H44F3N2O9P2S2.

gap between HOMO and LUMO	8.658	eV
F_max	4.06	eV/A
DFT total energy	-92290.946	eV
lowest unoccupied orbital energy	-2.20	eV
E_HOMO	-10.9	eV

```
! wB97M-V def2-TZVPD RIJCOSX def2/J DEFGRID3
* xyz 1 1
S 3.06964 0.49025 0.97250
S -0.48427 1.30570 1.54040
P 2.56682 3.45160 -1.77896
P 2.05534 0.70773 -0.69572
F 1.69307 4.31691 2.59178
F 1.11341 2.49717 3.44171
F -0.30136 4.12959 3.39243
O -0.90079 3.88710 0.95639
O 1.87967 4.89343 -2.05599
O -5.74611 2.29448 -1.25548
O 3.82165 3.70552 -0.82861
O -0.69228 1.26717 -1.59314
O -2.77253 0.35066 -1.54051
O 1.26425 3.14002 0.48382
O -4.55114 5.06883 -3.33821
O -3.67835 3.29601 -4.34898
N 2.89682 2.81910 -3.15982
N 2.65944 -5.09445 2.03244
C 3.44654 -6.05097 1.14745
C 3.50358 -3.87612 2.36409
C 4.81090 -6.40441 1.70889
C 0.16153 3.01091 1.28662
C 0.01812 2.50194 -1.63382
C -2.08363 1.63418 -3.54874
C -2.03209 1.44456 -1.98863
C -7.66591 3.51830 -0.41291
C -6.11172 3.44396 -0.49389
C 2.26190 -5.78854 3.30587
C 0.64454 3.52890 2.73964
C 1.34666 -4.76845 1.28125
C -2.30366 3.11427 -3.94127
C 1.14124 -3.33912 0.80376
C 1.29205 2.46912 -0.76625
C -4.79065 1.47285 -0.58795
C -3.96512 4.64612 -4.23077
C 4.88143 -4.22597 2.90928
C 5.63474 -5.15516 1.97311
C 0.61926 -2.37751 1.86689
C -4.17004 0.55665 -1.67388
H 2.38282 1.95010 -3.27574
H -8.01050 4.07738 0.46652
H 0.51736 -5.06824 1.92068
H 1.65071 -5.10073 3.88585
H -8.03664 2.48616 -0.43963
H 4.71252 -6.99051 2.62627
H 0.37702 -3.38137 0.02218
H 1.56979 5.28539 -1.21776
H 1.04569 -0.27574 -0.78283
H 1.32054 -5.43166 0.41720
H 4.57109 3.13843 -1.07003
H 3.62849 -3.30261 1.44856
H 4.80173 -4.67671 3.90222
H -4.49311 0.92851 -2.65788
H -5.36507 0.85355 0.12448
H 2.95944 -3.29365 3.10176
H 2.94055 0.52278 -1.78053
H -1.01782 1.21458 2.78348
H -2.90365 1.06139 -3.99910
H 0.35872 2.59832 -2.68437
H 5.33185 -7.04346 0.99411
H -0.62374 3.37753 -1.46711
H 3.55321 -5.55634 0.18027
H -0.31048 -2.74937 2.30417
H -8.05477 4.05394 -1.28984
H -4.04560 2.07831 -0.04526
H 1.69397 -6.67898 3.04460
H -1.62515 3.41926 -4.75776
H -1.67454 3.49083 1.38526
H 6.60006 -5.42336 2.40338
H 2.02742 -2.93689 0.30996
H 5.84009 -4.64095 1.02833
H 1.32610 -2.20803 2.67688
H 2.83755 -6.94653 1.02443
H -2.10548 3.79048 -3.09259
H -3.58799 5.27137 -5.06461
H 3.14724 -6.06598 3.86791
H -4.63155 -0.43434 -1.55991
H -2.48552 2.36123 -1.55756
H 5.44554 -3.30171 3.04275
H -5.80223 4.33209 -1.06860
H -5.65917 3.47513 0.50766
H 0.41244 -1.40807 1.41729
H -1.15181 1.26615 -3.99986
*
```

These are the Löwdin partial charges, in e, on atoms 1 to 2: S 0.135; S 0.891


DFT (the ωB97M-V functional and the def2-TZVPD basis) results for a molecular structure, H4N2O4S3.

gap between HOMO and LUMO	7.935	eV
F_max	6.05	eV/A
DFT total energy	-43737.596	eV
lowest unoccupied orbital energy	-1.88	eV
E_HOMO	-9.8	eV

```
! wB97M-V def2-TZVPD RIJCOSX def2/J DEFGRID3
* xyz 0 1
S 1.91821 0.27223 -0.09907
S -0.82053 -0.71270 0.11017
S -0.12497 -0.45354 -1.74839
O 2.98390 0.37128 -0.99022
O -0.25252 -1.88582 0.66262
O 1.79785 -0.55375 1.04091
O -0.88467 0.59015 0.64038
N -2.45706 -1.13769 -0.29239
N 1.49988 1.81286 0.27221
H -2.68184 -2.10011 0.10482
H 0.61641 1.60624 0.74502
H -2.94524 -0.22295 0.06596
H 1.35057 2.41381 -0.51202
*
```

These are the Löwdin partial charges, in e, on atoms 1 to 2: S 0.570; S 0.147


DFT (the ωB97M-V functional and the def2-TZVPD basis) results for a molecular structure, C52H55F5N8O2S2Tl.

gap between HOMO and LUMO (alpha / beta)	5.217 / 6.241	eV
F_max	0.54	eV/A
DFT total energy	-110782.962	eV
lowest unoccupied orbital energy (alpha / beta)	0.26 / 1.27	eV
E_HOMO (alpha / beta)	-5.0 / -5.0	eV

```
! wB97M-V def2-TZVPD RIJCOSX def2/J DEFGRID3
* xyz -1 1
Tl 0.53795 0.42203 0.39076
S -1.21932 -4.86792 1.47076
S 0.49504 -3.62003 3.89997
F 1.55129 2.10172 4.09958
F 2.66979 4.43663 4.85608
F 3.16353 6.37962 3.02319
F 2.56958 5.96332 0.40038
F 1.50387 3.62370 -0.39842
O -0.50222 -5.86840 2.23400
O -1.75809 -5.24791 0.18665
N -5.86250 -3.27968 4.86337
N -1.89437 1.61723 2.69804
N -0.41511 -3.53037 1.26498
N -1.60100 -0.47728 -1.28746
N -1.78073 0.44639 2.03022
N -2.29650 2.08008 -0.14595
N -2.70706 -0.08321 -1.95270
N 0.88080 -1.80502 2.11687
C -2.60949 -4.42009 2.48410
C -4.03052 3.75347 -2.96764
C 1.45762 -1.36760 3.28601
C 3.27636 -1.72250 -0.84258
C 1.48350 -0.61015 -4.04438
C 0.27032 -1.50213 -4.32893
C -1.97332 -0.49468 2.92889
C -1.68875 2.86478 2.06478
C 2.48602 -0.73578 -5.20608
C 2.30411 -3.59933 -2.23656
C 2.88255 -3.97764 -3.60911
C -1.27372 3.91357 2.87212
C 2.37920 4.20705 3.55736
C -4.05886 2.72607 -3.90751
C 3.01936 -4.47427 -1.19906
C -3.51139 -1.14640 -2.24615
C 4.55911 0.39837 -0.11613
C 4.31576 0.20280 1.38590
C 4.58013 1.89140 -0.44156
C 5.91945 -0.21683 -0.49841
C 0.29573 -2.97011 2.26269
C 2.78926 0.16378 -2.05122
C 1.76695 3.77045 0.94746
C -3.54777 1.48771 -3.52771
C 3.49793 -0.32518 -0.89942
C 2.22069 -0.87610 -2.72629
C -2.90444 -2.26447 -1.75048
C 2.33033 4.98470 1.29962
C -3.54076 -3.50574 2.00742
C -0.97577 5.34022 0.98447
C 1.47804 2.75893 1.81703
C -3.44584 3.56373 -1.73364
C -2.20091 1.40152 4.01087
C -3.84106 -4.58100 4.54251
C 2.63485 5.20439 2.62993
C -2.76866 -4.96361 3.74983
C -1.85690 3.07912 0.66393
C -2.26510 0.05140 4.19725
C 0.81590 -3.96839 -2.14338
C 1.34696 -2.18554 4.35201
C -4.61462 2.93002 -5.28816
C -4.76758 -3.65216 4.07633
C -0.92008 5.15438 2.36461
C -2.87307 2.32927 -1.34250
C -0.40449 6.22762 3.28067
C -3.01686 1.25865 -2.27053
C 0.94682 0.83387 -4.04315
C 2.55455 -2.12644 -1.94103
C -1.71520 -1.78408 -1.15840
C -4.60858 -3.12154 2.79545
C 1.81508 3.02316 3.11660
C -1.43303 4.33425 0.16911
H 0.36944 1.03678 -3.13801
H -3.47514 4.36579 -1.01001
H 0.36718 5.83362 3.94391
H 3.65828 -2.37091 -0.07236
H 5.36102 2.38354 0.14232
H -5.04695 3.92417 -5.39454
H 2.37357 -3.48766 -4.43402
H 6.72382 0.34442 -0.01569
H 0.46693 -3.87777 -1.11423
H 3.94205 -3.71356 -3.66262
H 3.32881 -0.06021 -5.05002
H 3.62667 2.36632 -0.19931
H -3.95726 -4.99680 5.53748
H 2.63349 -4.29582 -0.19459
H -3.41086 -3.07611 1.02209
H 5.98383 -1.25865 -0.18263
H 6.07033 -0.17918 -1.57941
H -1.39592 4.46547 -0.90318
H 2.79090 -5.05634 -3.75622
H -1.89123 -1.52880 2.63822
H 0.18239 -3.34589 -2.76706
H -3.56500 0.66626 -4.23367
H 2.83595 -5.52349 -1.43924
H 0.29687 0.97804 -4.90928
H -0.47401 -1.42255 -3.53429
H 1.99988 -0.47233 -6.15013
H -2.34573 2.20589 4.70776
H -0.19748 -1.16526 -5.25788
H -4.47054 4.71453 -3.20642
H -3.25375 -3.28198 -1.77754
H 0.52539 -2.54958 -4.45777
H -0.61106 6.26274 0.54914
H 1.74840 1.56965 -4.11289
H -3.83044 2.82210 -6.04029
H -1.20660 6.62686 3.90611
H -2.03263 -5.66928 4.10876
H -4.45848 -1.01253 -2.73878
H 2.73997 1.20200 -2.33432
H 1.94852 -0.40355 3.29567
H 4.79113 2.06109 -1.49934
H 5.13052 0.65360 1.95866
H 0.02597 7.05254 2.71411
H 4.09847 -4.30489 -1.20148
H 0.67450 -5.00830 -2.44943
H -2.45644 -0.47464 5.11593
H -6.26211 -2.38394 4.63401
H 3.38152 0.68043 1.69057
H 1.72945 -2.04024 5.34785
H -0.96941 -2.34239 -0.60656
H -1.10945 3.72772 3.92442
H -5.38845 2.19521 -5.51759
H 4.25927 -0.85635 1.64336
H -5.72927 -3.39417 5.85500
H -5.32059 -2.39160 2.42574
H 2.87954 -1.74776 -5.29755
*
```

These are the Löwdin partial charges, in e, on atoms 1 to 2: Tl 0.904; S 0.516


> Which value of F_max does entry 1 give?

5.63 eV/A


> Among the records above, which one has the lowest F_max?

C52H55F5N8O2S2Tl


> Which value of F_max does entry 1 give?

5.63 eV/A


> The highest DFT total energy belongs to which entry?

C2HN3O2